(1)
# C20H22N3O8

An isolated ion of composition C20H22N3O8 and charge -1 in a non-equilibrium geometry (ωB97M-V with the def2-TZVPD basis set, the Open Molecules 2025 dataset).

The value obtained for the relative energy (zero: lowest compared OMol25 entry of this formula, charge and spin) is 3.726 eV. The SMILES is CCOC(=O)N(/N=C(/[O-])OCC)C1(Cc2ccc(C#N)cc2)C(=O)OC(C)(C)OC1=O. As for the HOMO-LUMO gap: 5.89 eV. The HOMO energy comes out at -3.34 eV. Its lowest unoccupied orbital energy is 2.5 eV. The total energy is -41947.234 eV.

The geometry in ORCA input format:
```
! wB97M-V def2-TZVPD RIJCOSX def2/J DEFGRID3
* xyz -1 1
C 1.66 -1.09 5.73
C 2.25 -0.23 4.66
O 1.45 -0.24 3.45
C 2.16 0.47 2.54
N 1.70 0.57 1.25
N 0.41 0.34 1.01
C -0.42 1.40 1.62
O -0.08 2.54 1.78
O -1.60 0.84 1.94
C -2.73 1.73 2.00
C -3.74 1.11 2.93
O 3.24 1.00 2.83
H 2.43 -1.19 6.51
H 0.79 -0.62 6.20
H 1.40 -2.09 5.37
H 2.32 0.82 4.97
H 3.26 -0.59 4.40
H -2.40 2.72 2.33
H -3.13 1.80 0.98
H -4.69 1.64 2.82
H -3.90 0.05 2.72
H -3.42 1.20 3.97
C -1.68 -1.78 -2.46
C -1.87 -1.58 -0.97
C -3.05 -2.26 -0.29
O -0.70 -2.02 -0.22
C 0.45 -1.33 -0.48
O 1.52 -1.89 -0.55
C 0.32 0.17 -0.46
C 1.53 0.91 -1.00
C 1.65 0.69 -2.47
C 0.98 1.55 -3.34
C 1.14 1.41 -4.72
C 1.93 0.37 -5.23
C 2.06 0.19 -6.65
N 2.18 0.05 -7.81
C 2.57 -0.51 -4.35
C 2.43 -0.36 -2.98
C -1.04 0.69 -0.83
O -1.22 1.87 -1.12
O -2.09 -0.15 -0.72
H -0.81 -1.22 -2.85
H -1.53 -2.84 -2.68
H -2.58 -1.42 -2.98
H -3.03 -1.96 0.76
H -3.98 -1.92 -0.75
H -2.95 -3.34 -0.36
H 1.36 1.95 -0.72
H 2.38 0.51 -0.43
H 0.34 2.33 -2.93
H 0.65 2.10 -5.40
H 3.19 -1.32 -4.75
H 2.91 -1.05 -2.28
*
```


(2)
# C20H22N4O3S

One molecule with the formula C20H22N4O3S in a non-equilibrium geometry (ωB97M-V with the def2-TZVPD basis set, the Open Molecules 2025 dataset).

The value obtained for the relative energy (zero: lowest compared OMol25 entry of this formula, charge and spin) is 4.343 eV. The SMILES is Cn1cc(S(=O)(=O)NCc2cccc([C@@H](Cc3ccccc3)C(N)=O)c2)cn1. As for the HOMO-LUMO gap: 9.74 eV. The HOMO energy comes out at -9.07 eV. Its lowest unoccupied orbital energy is 0.7 eV. The total energy is -44034.172 eV.

The geometry in ORCA input format:
```
! wB97M-V def2-TZVPD RIJCOSX def2/J DEFGRID3
* xyz 0 1
O -2.33 1.55 -0.26
O 4.58 0.42 2.47
O 3.39 2.18 3.74
N 1.88 -1.05 6.38
C -2.02 1.90 -1.40
C 2.02 -0.02 5.54
C 3.51 -1.57 4.80
C 3.02 -0.32 4.55
C -5.45 -0.19 -4.94
C -5.48 0.07 -3.59
C -4.24 -0.51 -5.57
C 2.68 0.84 -1.97
C 2.81 0.29 -0.68
C -4.33 0.00 -2.80
C -3.07 -0.54 -4.82
C 1.44 1.07 -2.49
C 0.41 0.30 -0.53
C 1.67 0.02 0.07
C -3.11 -0.25 -3.41
C 0.24 0.83 -1.80
N -2.59 3.11 -1.77
N 2.78 -1.99 5.91
N 2.04 0.71 2.23
C 2.97 -3.32 6.54
C 1.84 -0.51 1.44
C -1.84 -0.31 -2.59
C -1.16 1.06 -2.39
S 3.38 0.82 3.24
H 1.47 0.91 5.57
H 4.22 -2.12 4.17
H -6.37 -0.15 -5.49
H -6.43 0.28 -3.11
H -4.26 -0.68 -6.64
H 3.55 1.12 -2.53
H 3.82 0.09 -0.32
H -4.40 0.13 -1.73
H -2.14 -0.75 -5.35
H 1.38 1.50 -3.47
H -0.46 0.04 0.05
H -2.64 3.35 -2.76
H -3.27 3.50 -1.11
H 2.05 1.54 1.60
H 4.02 -3.44 6.82
H 2.35 -3.42 7.40
H 2.73 -4.08 5.81
H 2.73 -1.16 1.48
H 0.99 -1.10 1.79
H -1.18 -0.98 -3.11
H -2.13 -0.77 -1.64
H -1.07 1.62 -3.34
*
```


(3)
# C20H23Cl4FeN3O6P

C20H23Cl4FeN3O6P as an isolated structure (ωB97M-V with the def2-TZVPD basis set, the Open Molecules 2025 dataset).

The value obtained for the relative energy (zero: lowest compared OMol25 entry of this formula, charge and spin) is 0.000 eV. As for the HOMO-LUMO gap: 7.74 eV. The HOMO energy comes out at -10.32 eV. Its lowest unoccupied orbital energy is -2.6 eV. The total energy is -131631.645 eV.

The geometry in ORCA input format:
```
! wB97M-V def2-TZVPD RIJCOSX def2/J DEFGRID3
* xyz 1 1
Fe 0.18 -0.15 -0.21
C 4.37 -0.76 -1.43
C 3.28 -0.53 -0.43
O 2.12 -0.31 -0.81
N 3.62 -0.56 0.86
C 2.72 -0.17 1.94
C 1.68 -1.22 2.26
C 1.87 -2.06 3.34
C 0.92 -3.02 3.65
C -0.20 -3.11 2.86
C -0.33 -2.23 1.80
N 0.58 -1.30 1.48
H 3.94 -1.07 -2.38
H 5.09 -1.51 -1.09
H 4.91 0.18 -1.58
H 4.59 -0.75 1.09
H 2.23 0.77 1.66
H 3.32 0.01 2.82
H 2.76 -1.95 3.94
H 1.06 -3.68 4.50
H -0.98 -3.83 3.06
H -1.21 -2.25 1.17
Cl -4.45 2.37 4.72
C -3.60 1.65 3.39
C -4.24 0.65 2.62
C -3.60 0.06 1.56
C -2.27 0.42 1.21
O -1.72 -0.16 0.20
C -1.64 1.43 2.00
C -0.35 1.92 1.69
O 0.45 1.49 0.83
C -2.33 2.04 3.08
H -5.25 0.37 2.88
H -4.10 -0.69 0.97
H 0.00 2.78 2.27
H -1.84 2.81 3.65
Cl -1.50 -3.88 -3.99
C -2.19 -2.96 -2.66
Cl -3.07 -4.02 -1.55
Cl -3.23 -1.67 -3.25
C -1.09 -2.33 -1.92
N -0.26 -1.81 -1.33
C 1.03 3.19 -3.29
O 1.00 2.26 -2.19
P -0.13 1.13 -2.08
O -0.16 0.38 -3.50
C 0.99 -0.35 -3.94
O -1.53 1.87 -2.32
C -2.01 2.80 -1.34
H 1.01 4.19 -2.88
H 0.18 3.04 -3.96
H 1.96 3.04 -3.84
H 1.63 0.30 -4.54
H 0.64 -1.17 -4.56
H 1.56 -0.74 -3.09
H -2.81 3.36 -1.81
H -1.21 3.48 -1.04
H -2.39 2.27 -0.47
*
```


(4)
# C20H23ClCrN2

C20H23ClCrN2 as an isolated structure in a non-equilibrium geometry (ωB97M-V with the def2-TZVPD basis set, the Open Molecules 2025 dataset).

The value obtained for the relative energy (zero: lowest compared OMol25 entry of this formula, charge and spin) is 0.000 eV. As for the HOMO-LUMO gap (alpha / beta): 5.52 / 7.56 eV. The HOMO energy (alpha / beta) comes out at -5.55 / -7.97 eV. Its lowest unoccupied orbital energy (alpha / beta) is 0.0 / -0.4 eV. The total energy is -65034.232 eV.

The geometry in ORCA input format:
```
! wB97M-V def2-TZVPD RIJCOSX def2/J DEFGRID3
* xyz 0 5
C 0.96 2.08 -3.48
C -0.31 1.63 -4.22
H 0.79 3.03 -2.95
H 1.74 2.28 -4.21
H 1.34 1.34 -2.76
H -1.21 1.55 -3.60
H -0.53 2.38 -5.01
H -0.14 0.67 -4.73
C 1.38 1.63 1.68
C 1.57 2.06 2.98
C 0.76 1.53 4.00
C -0.21 0.58 3.68
H 1.94 2.02 0.83
H 2.35 2.79 3.18
H 0.88 1.87 5.02
H -0.86 0.13 4.42
N 0.47 0.66 1.38
C -0.34 0.15 2.37
C -1.29 -0.83 1.89
N -1.11 -1.16 0.57
C -1.95 -2.04 -0.03
C -3.27 -2.21 1.98
C -3.04 -2.56 0.64
H -1.71 -2.27 -1.07
H -3.71 -3.22 0.10
C -2.36 -1.36 2.61
H -2.46 -1.07 3.64
H -4.14 -2.59 2.51
Cr 0.24 -0.13 -0.40
C -1.07 1.13 -1.24
H -2.03 1.39 -0.77
H -1.30 0.42 -2.08
H -0.55 2.02 -1.61
Cl 2.93 -3.98 -2.37
C 3.59 -2.85 -1.27
C 4.92 -2.98 -0.87
C 5.46 -2.09 0.06
C 4.68 -1.04 0.54
C 3.35 -0.89 0.14
C 2.77 -1.82 -0.75
C 1.32 -1.82 -1.02
H 5.53 -3.80 -1.26
H 6.48 -2.23 0.42
H 5.12 -0.31 1.23
H 2.77 -0.04 0.51
H 1.07 -1.93 -2.09
H 0.78 -2.59 -0.41
*
```


(5)
# C20H23ClN4O10P2RuS

C20H23ClN4O10P2RuS as an isolated structure (ωB97M-V with the def2-TZVPD basis set, the Open Molecules 2025 dataset).

The value obtained for the relative energy (zero: lowest compared OMol25 entry of this formula, charge and spin) is 0.000 eV. As for the HOMO-LUMO gap (alpha / beta): 6.57 / 6.01 eV. The HOMO energy (alpha / beta) comes out at -4.41 / -4.41 eV. Its lowest unoccupied orbital energy (alpha / beta) is 2.2 / 1.6 eV. The total energy is -92076.679 eV.

The geometry in ORCA input format:
```
! wB97M-V def2-TZVPD RIJCOSX def2/J DEFGRID3
* xyz -1 2
Ru 1.49 -0.51 0.18
N 0.71 -4.09 0.61
C 0.11 -3.78 -0.74
C -0.47 -5.06 -1.32
P -1.21 -2.56 -0.35
O -2.05 -2.49 -1.72
O -2.03 -3.21 0.72
O -0.58 -1.22 -0.09
P 1.55 -3.11 -1.71
O 0.85 -2.13 -2.76
O 2.20 -4.29 -2.33
O 2.29 -2.31 -0.66
H -0.03 -4.39 1.24
H 1.16 -3.24 0.98
H 1.43 -4.81 0.51
H -1.28 -5.45 -0.69
H 0.32 -5.81 -1.43
H -0.87 -4.86 -2.31
H -1.49 -2.08 -2.40
H 1.10 -1.19 -2.54
C -1.26 -2.87 3.67
N -1.33 -1.51 3.18
C -2.51 -0.81 3.02
C -2.20 0.36 2.44
N -0.83 0.36 2.24
C -0.30 -0.82 2.65
S 1.32 -1.32 2.50
C -0.11 1.49 1.78
C -0.49 2.73 2.26
C 0.17 3.86 1.80
C 1.20 3.69 0.90
C 1.52 2.41 0.47
N 0.87 1.31 0.89
H -1.96 -2.98 4.50
H -0.25 -3.07 4.02
H -1.54 -3.55 2.87
H -3.46 -1.22 3.30
H -2.82 1.18 2.11
H -1.29 2.80 2.99
H -0.11 4.84 2.16
H 1.75 4.53 0.50
H 2.32 2.25 -0.22
O 5.00 0.95 -1.16
C 3.86 0.58 -0.92
O 3.42 0.18 0.22
C 2.79 0.65 -2.08
O 3.04 1.17 -3.15
O 1.60 0.20 -1.75
Cl -3.17 3.51 -0.06
C -1.77 3.77 -1.07
C -1.34 5.06 -1.26
C -0.21 5.31 -2.03
C 0.48 4.25 -2.61
C 0.06 2.95 -2.42
C -1.10 2.65 -1.64
C -1.50 1.32 -1.48
H -1.89 5.87 -0.80
H 0.12 6.33 -2.18
H 1.37 4.43 -3.20
H 0.62 2.13 -2.84
H -0.88 0.54 -1.89
H -2.38 1.06 -0.91
*
```


Number 3 is which compound?
C20H23Cl4FeN3O6P